1.
This record from the Open Molecules 2025 dataset describes C29H43F5N3NiS2Si4 as an isolated structure. The level of theory is the ωB97M-V functional and the def2-TZVPD basis.

Geometry (Å):
Ni 0.130 0.651 0.138
F 3.136 0.703 6.583
C 2.995 0.770 5.250
C 1.740 0.857 4.679
F 0.659 0.924 5.474
C 1.605 0.895 3.309
F 0.356 1.014 2.817
C 2.692 0.861 2.413
S 2.545 0.907 0.707
C 3.946 0.814 3.048
F 5.056 0.820 2.302
C 4.098 0.754 4.417
F 5.322 0.690 4.958
C 0.090 -2.468 -3.053
Si 1.031 -0.828 -2.893
C 1.478 -0.368 -4.694
C 2.662 -1.230 -2.027
C 0.025 0.542 -2.108
Si -1.821 0.456 -2.429
C -2.748 -0.990 -1.607
C -2.747 2.070 -2.014
C -2.141 0.213 -4.296
Si 0.741 2.217 -2.427
C 2.629 2.403 -2.518
C 0.090 3.089 -3.990
C 0.298 3.371 -0.969
C 0.348 4.760 -1.057
C 0.103 5.538 0.060
C -0.196 4.899 1.255
C -0.229 3.517 1.275
N 0.007 2.771 0.197
H 0.780 -3.285 -3.279
H -0.661 -2.435 -3.846
H -0.419 -2.703 -2.119
H 2.063 -1.164 -5.163
H 2.066 0.551 -4.744
H 0.576 -0.215 -5.291
H 3.186 -2.048 -2.529
H 2.470 -1.527 -0.994
H 3.328 -0.366 -1.996
H -2.092 -1.533 -0.928
H -3.112 -1.699 -2.355
H -3.601 -0.629 -1.028
H -2.297 2.598 -1.172
H -3.780 1.849 -1.734
H -2.773 2.753 -2.866
H -1.711 -0.729 -4.641
H -1.697 1.019 -4.885
H -3.215 0.190 -4.507
H 3.045 1.865 -3.372
H 3.108 2.022 -1.616
H 2.904 3.456 -2.619
H 0.210 2.424 -4.848
H 0.630 4.014 -4.212
H -0.971 3.330 -3.900
H 0.585 5.220 -2.008
H 0.146 6.619 0.007
H -0.398 5.460 2.157
H -0.467 2.992 2.190
C -2.904 1.731 4.507
N -2.793 0.413 3.934
C -2.582 -0.759 4.646
C -2.298 -1.722 3.754
N -2.354 -1.150 2.500
C -2.612 0.175 2.605
S -2.746 1.287 1.363
H -3.251 1.641 5.534
H -3.602 2.324 3.920
H -1.933 2.230 4.506
H -2.642 -0.793 5.719
H -2.072 -2.764 3.894
H -1.878 -1.530 1.677
C -0.380 -4.985 2.434
Si 0.119 -4.353 0.715
C 1.871 -4.959 0.357
C -1.091 -5.135 -0.515
C 0.070 -2.531 0.617
C 0.041 -1.318 0.434
H -0.202 -6.060 2.518
H -1.440 -4.812 2.635
H 0.199 -4.491 3.218
H 1.934 -6.048 0.308
H 2.558 -4.615 1.133
H 2.221 -4.551 -0.594
H -1.312 -6.174 -0.261
H -0.686 -5.114 -1.528
H -2.036 -4.586 -0.531

Summary:
2S+1: 3
Charge: -1
LUMO energy (alpha / beta): 0.0874 / 0.0873 Eh

---

2.
This record from the Open Molecules 2025 dataset describes a 2-piece molecular cluster, C29H43O2Si overall at a distorted geometry. The level of theory is the ωB97M-V functional and the def2-TZVPD basis.

Geometry (Å):
C -5.306 0.521 2.303
C -4.010 -0.112 2.790
C -3.055 0.876 3.457
C -1.736 0.281 3.892
O -1.376 -0.632 2.789
C -0.137 -1.061 2.593
C -0.010 -2.176 1.802
O 0.819 -0.385 3.226
Si 2.443 -0.146 2.685
C 2.650 -0.776 0.955
C 2.587 1.704 2.721
C 3.675 -0.953 3.895
C 4.349 -2.164 3.229
C 2.967 -1.410 5.183
C 4.762 0.072 4.263
H -5.869 -0.204 1.708
H -5.945 0.844 3.133
H -5.103 1.387 1.666
H -4.215 -0.932 3.489
H -3.499 -0.550 1.926
H -2.852 1.699 2.758
H -3.536 1.341 4.325
H -0.969 1.048 4.021
H -1.847 -0.327 4.800
H 0.947 -2.674 1.716
H -0.929 -2.750 1.722
H 3.672 -0.539 0.617
H 2.509 -1.860 0.872
H 1.945 -0.272 0.279
H 3.535 2.027 2.265
H 1.762 2.146 2.143
H 2.534 2.083 3.751
H 4.902 -1.878 2.325
H 5.070 -2.606 3.934
H 3.624 -2.945 2.964
H 2.512 -0.568 5.722
H 2.195 -2.166 4.985
H 3.709 -1.868 5.855
H 4.350 0.923 4.821
H 5.516 -0.411 4.902
H 5.280 0.457 3.374
C -6.003 -2.375 -1.287
C -4.613 -1.848 -1.443
C -3.623 -2.203 -0.515
C -2.323 -1.753 -0.672
C -1.947 -0.935 -1.770
C -0.579 -0.575 -1.966
C -0.155 0.046 -3.150
C 1.097 0.610 -3.369
C 1.436 1.420 -4.500
C 2.786 1.810 -4.732
C 3.141 2.604 -5.813
C 2.169 3.054 -6.722
C 2.580 3.912 -7.880
C 0.830 2.687 -6.517
C 0.460 1.893 -5.434
C -2.989 -0.520 -2.660
C -4.285 -0.992 -2.503
H -6.654 -1.989 -2.079
H -6.022 -3.472 -1.333
H -6.432 -2.087 -0.317
H -3.875 -2.852 0.324
H -1.547 -2.035 0.033
H 0.141 -0.831 -1.186
H -0.868 0.048 -3.982
H 1.882 0.412 -2.635
H 3.549 1.466 -4.028
H 4.187 2.889 -5.969
H 1.717 4.175 -8.497
H 3.052 4.844 -7.541
H 3.313 3.402 -8.519
H 0.076 3.043 -7.228
H -0.590 1.640 -5.280
H -2.766 0.168 -3.474
H -5.062 -0.700 -3.211

Summary:
Charge: +1
LUMO energy: -0.1922 Eh

---

3.
This record from the Open Molecules 2025 dataset describes C29H44As3F2N4O7P2S2Y as an isolated structure at a distorted geometry. The level of theory is the ωB97M-V functional and the def2-TZVPD basis.

Geometry (Å):
Y -1.245 1.033 -0.322
C 2.256 1.969 2.986
As 1.284 0.839 1.667
C 0.620 -0.331 3.099
C 2.804 -0.392 1.200
C 3.718 0.009 0.036
C 4.212 1.449 0.248
C 3.042 -0.106 -1.334
As 1.405 0.968 -1.820
C 1.360 0.195 -3.620
C 2.415 2.575 -2.402
C 4.965 -0.898 0.043
As 4.944 -2.851 -0.325
C 4.808 -2.824 -2.293
C 3.119 -3.494 0.025
H 2.889 1.359 3.633
H 1.481 2.457 3.583
H 2.858 2.739 2.504
H 1.444 -0.755 3.676
H 0.002 -1.134 2.701
H -0.006 0.285 3.745
H 2.314 -1.340 0.971
H 3.411 -0.538 2.101
H 3.356 2.127 0.242
H 4.897 1.748 -0.550
H 4.729 1.543 1.207
H 2.717 -1.134 -1.492
H 3.783 0.127 -2.106
H 2.360 0.170 -4.063
H 0.693 0.815 -4.215
H 0.925 -0.801 -3.582
H 3.383 2.295 -2.823
H 2.569 3.274 -1.579
H 1.818 3.074 -3.163
H 5.460 -0.803 1.015
H 5.680 -0.520 -0.699
H 5.568 -2.160 -2.705
H 3.828 -2.491 -2.630
H 4.991 -3.829 -2.677
H 2.912 -3.490 1.094
H 3.073 -4.527 -0.324
H 2.353 -2.916 -0.493
O -3.412 2.554 3.021
P -1.959 2.793 2.382
O -1.072 3.515 3.318
O -1.424 1.465 1.859
O -2.286 3.713 1.061
P -3.525 3.285 0.056
O -3.414 4.427 -1.051
O -4.788 3.410 0.827
O -3.187 1.952 -0.563
H -4.120 2.800 2.358
H -2.780 4.115 -1.743
S -0.996 3.064 -2.628
C -0.172 3.983 -1.436
C 0.216 5.320 -1.667
C 0.803 6.041 -0.656
C 1.000 5.429 0.581
C 0.624 4.111 0.723
N 0.085 3.378 -0.258
H 0.024 5.742 -2.643
H 1.100 7.072 -0.815
H 1.414 5.970 1.421
H 0.728 3.621 1.681
N -3.084 -0.448 0.983
C -3.200 -1.118 1.903
C -3.341 -1.976 3.034
C -3.400 -1.457 4.326
C -3.547 -2.318 5.400
C -3.630 -3.689 5.195
C -3.551 -4.206 3.908
C -3.404 -3.356 2.826
H -3.328 -0.387 4.470
H -3.594 -1.920 6.405
H -3.758 -4.356 6.039
H -3.599 -5.276 3.749
H -3.328 -3.739 1.817
F -1.623 -2.042 -0.552
C -0.527 -1.291 -0.066
F 0.494 -1.611 -1.031
H -0.195 -1.901 0.794
C -5.111 -3.812 -2.521
C -3.908 -3.238 -3.224
C -3.278 -3.927 -4.259
C -2.171 -3.295 -4.806
N -1.727 -2.120 -4.404
C -2.416 -1.496 -3.411
S -1.891 0.063 -2.934
N -3.488 -2.059 -2.804
H -5.625 -4.542 -3.149
H -5.790 -3.003 -2.257
H -4.801 -4.305 -1.596
H -3.628 -4.890 -4.610
H -1.607 -3.761 -5.614

Summary:
Energy relative to the best compared isomer or geometry (same formula, charge and spin): 7.35 kcal/mol
Charge: -2
LUMO energy: 0.1449 Eh